No. 1
{"formula": "C8H9N3O2", "method": "ωB97M-V/def2-TZVPD", "smiles": "[O-]/[N+](O)=N\\c1ccccc1.CC#N", "orbital_gap_ev": 8.943, "e_tot_ev": -17001.88124, "relative_energy_kcal_mol": 117.2, "total_charge": 0, "elements": ["O", "N", "O", "N", "C", "C", "C", "C", "C", "C", "H", "H", "H", "H", "H", "H", "C", "C", "N", "H", "H", "H"], "positions_angstrom": [[-2.565095, 1.621793, -0.605502], [-2.458143, 0.695542, 0.145324], [-3.607820, -0.004731, 0.594673], [-1.444294, 0.298973, 0.762353], [-0.168118, 0.745455, 0.450220], [0.719376, 0.948706, 1.548940], [1.949253, 1.468406, 1.359819], [2.415914, 1.734301, 0.048961], [1.550365, 1.435045, -1.016711], [0.265704, 1.031969, -0.848806], [-2.986083, -0.797840, 0.798547], [0.405492, 0.724460, 2.551487], [2.582935, 1.528987, 2.326915], [3.383951, 2.211315, -0.270739], [1.739323, 1.733863, -2.075540], [-0.206698, 0.771811, -1.794841], [0.133385, -2.865426, -0.869448], [-1.090174, -2.501262, -0.151366], [-1.993672, -2.064774, 0.320774], [0.407637, -3.841926, -0.693449], [0.826124, -2.070595, -0.591541], [0.140644, -2.804074, -1.990070]], "forces_ev_per_a": [[-0.7458, 0.3940, -1.1063], [-0.0982, 0.8035, 1.3633], [2.5488, -0.0639, -0.7412], [0.1393, -0.4364, 0.9366], [0.1366, 0.9788, 0.0393], [-2.0435, -0.5345, -1.0384], [3.0599, 0.2418, 0.6410], [0.2171, 0.3414, -0.7614], [1.3837, 1.8202, -0.6999], [-0.4191, -1.4761, 0.4464], [-2.0545, -0.1816, 0.2986], [-0.3790, -0.1477, 0.1273], [-0.7742, 0.3379, -2.0441], [-0.9428, -0.6855, 1.0512], [0.7080, -0.4088, 1.0427], [-0.8761, 0.2529, 0.6554], [-0.4380, 2.3505, -1.3263], [3.9990, -2.0225, -3.4019], [-4.0480, 0.7158, 2.2797], [1.0205, -1.9583, 0.9884], [0.5825, -0.5346, 0.3098], [-0.9760, 0.2130, 0.9398]], "nbo_charge": [-0.395, 0.570, -0.533, -0.328, 0.113, -0.226, -0.206, -0.232, -0.198, -0.250, 0.510, 0.228, 0.224, 0.227, 0.213, 0.228, -0.725, 0.380, -0.383, 0.251, 0.269, 0.263]}

No. 2
{"formula": "C8H9N5OS3", "method": "ωB97M-V/def2-TZVPD", "smiles": "Cc1cnc(NC(=O)CSc2nnc(N)s2)s1", "orbital_gap_ev": 8.374, "e_tot_ev": -50445.37105, "total_charge": 0, "elements": ["C", "C", "C", "N", "C", "N", "C", "O", "C", "S", "C", "N", "N", "C", "N", "S", "S", "H", "H", "H", "H", "H", "H", "H", "H", "H"], "positions_angstrom": [[-3.258875, -2.001679, 0.624097], [-2.403870, -0.803380, 0.435248], [-1.934643, 0.065566, 1.365245], [-1.175820, 1.091241, 0.904311], [-1.028894, 1.043958, -0.370062], [-0.315049, 1.916463, -1.141595], [0.737586, 2.724811, -0.771738], [1.349187, 3.340237, -1.607321], [0.977815, 2.918673, 0.705207], [1.655384, 1.506955, 1.658703], [1.926471, 0.265635, 0.494889], [1.864434, 0.366540, -0.781052], [2.094566, -0.769202, -1.434587], [2.358472, -1.769916, -0.669171], [2.701539, -3.000317, -1.101757], [2.316563, -1.367564, 1.060523], [-1.850013, -0.312018, -1.145291], [-3.492272, -2.122124, 1.679123], [-4.188595, -1.901402, 0.064779], [-2.750385, -2.898009, 0.269736], [-2.116815, 0.004446, 2.422409], [-0.373179, 1.773994, -2.143552], [1.693375, 3.732834, 0.823946], [0.035641, 3.151476, 1.202644], [2.622894, -3.773068, -0.464493], [2.554474, -3.184140, -2.080233]], "forces_ev_per_a": [[-0.0335, -0.0528, -0.1515], [0.1353, 0.2500, 0.0439], [-0.3497, -0.6963, -0.3873], [0.2953, 0.9066, -0.1510], [-0.6015, -0.7969, -0.1277], [-0.3638, 0.3576, -0.6885], [-0.1003, 0.2533, 0.0330], [0.0811, 0.1078, -0.0432], [0.3287, -0.1286, 0.3584], [0.2410, 0.4604, 0.4165], [0.1243, -0.5298, 0.1015], [0.1020, 0.9965, 0.8310], [0.2384, -1.3373, -1.1073], [-0.1047, 0.5751, 1.0225], [0.2321, -0.6042, -0.1046], [-0.1307, 0.3397, -0.8698], [0.2256, 0.3016, 0.6425], [-0.0363, -0.0413, 0.0414], [-0.1013, -0.0816, 0.0456], [-0.0460, -0.1077, 0.0495], [-0.1250, -0.1355, 0.2093], [0.1482, 0.1070, 0.1958], [-0.1323, -0.1008, -0.1686], [0.0436, -0.0124, -0.0649], [-0.0482, -0.0061, -0.1455], [-0.0224, -0.0243, 0.0192]], "nbo_charge": [-0.634, -0.216, -0.051, -0.505, 0.269, -0.630, 0.712, -0.563, -0.623, 0.326, -0.142, -0.307, -0.336, 0.243, -0.805, 0.287, 0.344, 0.228, 0.222, 0.220, 0.210, 0.422, 0.255, 0.268, 0.397, 0.409]}

No. 3
{"formula": "C8H9NO", "method": "ωB97M-V/def2-TZVPD", "orbital_gap_ev": 8.109, "e_tot_ev": -11973.22044, "relative_energy_kcal_mol": 152.9, "total_charge": 0, "elements": ["C", "C", "C", "C", "C", "C", "C", "C", "H", "H", "H", "H", "H", "H", "H", "H", "H", "N", "O"], "positions_angstrom": [[-0.550818, -0.429786, -1.328373], [0.207177, 0.126480, -2.301508], [1.268642, 0.882957, -1.840537], [1.515809, 1.110658, -0.559463], [0.605259, 0.633285, 0.346130], [-0.260109, -0.285695, 2.212186], [-1.158788, -0.617385, 1.161646], [-0.376671, -0.312398, -0.063420], [-2.518058, -0.809216, -1.445368], [0.221011, -0.012688, -3.368848], [1.926245, 1.434962, -2.478689], [2.211007, 1.691914, -0.252153], [1.923255, 0.702477, 1.982920], [-0.843432, -0.000999, 3.144110], [0.482476, -1.317213, 2.528680], [-1.918563, -0.255552, 1.375319], [-1.700271, -1.881992, 0.979206], [0.625546, 0.704629, 1.682994], [-1.659719, -1.364436, -1.774832]], "forces_ev_per_a": [[-4.4377, -4.1502, -5.5961], [2.1173, 0.8960, -0.9441], [0.0165, 0.3562, -2.5548], [-4.3220, -2.4059, 1.2563], [-0.2065, -2.5835, -1.4786], [3.7686, -3.8090, 5.2920], [8.3261, -11.2596, -5.9371], [0.5095, 3.4418, 4.7167], [2.9221, -2.2630, -1.2879], [-0.9567, -0.4085, -0.0225], [0.2173, -0.2294, -0.9920], [4.8543, 3.8281, 1.8529], [-5.5528, -0.1227, -0.4803], [1.1758, -0.0810, -0.9402], [-2.1854, 2.7426, -0.6389], [-12.8472, 6.9245, 2.0162], [2.1706, 3.2650, 1.0710], [5.7814, 1.9545, 2.7854], [-1.3511, 3.9040, 1.8821]], "nbo_charge": [0.389, -0.336, -0.142, -0.301, 0.220, -0.199, -0.347, -0.198, 0.464, 0.236, 0.205, 0.197, 0.375, 0.208, 0.159, 0.169, 0.189, -0.561, -0.728]}